{
  "formula": "C41H63AlBBrF13N8NaNbO12P",
  "method": "ωB97M-V with the def2-TZVPD basis set",
  "elements": ["C", "C", "Nb", "N", "C", "C", "N", "C", "C", "C", "F", "F", "F", "C", "C", "C", "F", "F", "C", "F", "F", "C", "F", "F", "C", "F", "F", "F", "C", "C", "O", "N", "C", "C", "H", "H", "H", "H", "H", "H", "H", "H", "H", "H", "H", "H", "H", "H", "H", "H", "H", "H", "H", "H", "H", "H", "H", "H", "H", "N", "C", "C", "C", "C", "H", "H", "H", "H", "H", "F", "C", "C", "C", "C", "C", "C", "H", "H", "H", "H", "H", "Na", "C", "C", "O", "H", "H", "H", "H", "H", "H", "O", "P", "N", "C", "C", "N", "C", "C", "N", "C", "C", "H", "H", "H", "H", "H", "H", "H", "H", "H", "H", "H", "H", "H", "H", "H", "H", "H", "H", "Al", "B", "O", "C", "O", "C", "O", "O", "O", "C", "O", "C", "O", "O", "C", "C", "N", "H", "H", "H", "Br", "O", "H"],
  "coordinates": [[-2.1247, 2.9880, -0.3815], [-3.1228, 2.1255, -0.9422], [-4.6962, 1.1003, 0.3273], [-4.1774, 2.4629, 1.9410], [-5.2249, -0.2643, -1.4367], [-4.9603, -1.8014, -1.2209], [-5.6659, -2.6288, -0.4726], [-6.1139, 2.7811, -0.4040], [-6.9111, 3.4982, 0.7885], [-7.8879, 4.5695, 0.0893], [-7.0952, 5.6279, -0.4487], [-8.7059, 5.1763, 1.0636], [-8.6046, 4.0537, -1.0064], [-3.2571, -0.3900, 1.2827], [-1.7725, -0.4853, 0.7897], [-1.3341, -1.8525, 0.0409], [-2.3038, -2.8964, 0.2151], [-0.1932, -2.3848, 0.7284], [-1.1446, -1.7166, -1.5273], [-2.0507, -0.7363, -1.9887], [-1.5895, -2.9365, -2.1186], [0.2750, -1.4145, -2.1300], [1.3734, -2.0534, -1.5599], [0.2397, -1.9067, -3.4732], [0.6790, 0.1279, -2.3024], [-0.0536, 0.7802, -3.3174], [2.0140, 0.1091, -2.8076], [0.7437, 0.8486, -1.1204], [-6.3105, 0.2335, 1.6723], [-7.7444, 0.0086, 1.0764], [-8.5776, -0.5837, 1.8316], [-8.2798, 0.4298, -0.2353], [-8.7947, -0.7442, -1.0036], [-9.5422, 1.2084, 0.1134], [-1.0424, 2.9980, -0.7670], [-2.3570, 3.7516, 0.4350], [-3.1136, 1.9995, -2.0727], [-4.1771, 3.4390, 1.6191], [-4.7918, 2.3199, 2.7519], [-6.2871, -0.1068, -1.8333], [-4.5405, 0.0763, -2.2995], [-4.0960, -2.2779, -1.8069], [-6.4206, -2.0532, -0.0584], [-5.4902, 3.6126, -0.8972], [-6.7753, 2.3666, -1.2313], [-7.4633, 2.7692, 1.4584], [-6.2384, 4.1246, 1.4803], [-3.8506, -1.3771, 1.3351], [-3.2204, -0.0721, 2.3915], [-1.3523, 0.3423, 0.1446], [-1.0989, -0.4728, 1.7271], [-6.4338, 0.8193, 2.6500], [-5.9293, -0.8026, 2.0075], [-8.1709, -0.9735, -1.9384], [-9.8635, -0.5721, -1.3932], [-8.8246, -1.7070, -0.3779], [-9.9177, 1.8255, -0.7617], [-10.4105, 0.5074, 0.3981], [-9.3959, 1.8743, 1.0292], [3.8691, 2.7269, -3.2682], [4.0048, 3.7455, -4.1722], [5.1240, 4.4692, -3.8304], [5.6861, 3.8583, -2.6802], [4.8910, 2.7838, -2.3587], [3.1302, 2.0388, -3.2713], [3.2968, 3.8697, -4.9767], [5.4968, 5.3409, -4.3512], [6.5732, 4.1697, -2.1471], [4.9641, 2.0585, -1.5624], [-7.6453, 1.5916, 4.1300], [-8.8529, 2.0792, 4.4634], [-8.9472, 3.3602, 4.9820], [-10.1964, 3.8676, 5.3221], [-11.3349, 3.0842, 5.1493], [-11.2262, 1.7969, 4.6318], [-9.9784, 1.2923, 4.2810], [-8.0485, 3.9516, 5.1165], [-10.2831, 4.8717, 5.7217], [-12.3086, 3.4796, 5.4191], [-12.1132, 1.1865, 4.5016], [-9.8750, 0.2958, 3.8683], [6.7574, 3.1383, -4.8134], [-1.2361, -3.7724, 4.0386], [-2.4304, -4.6984, 3.9147], [-3.5849, -3.9676, 3.5245], [-1.4414, -2.9688, 4.7937], [-0.3437, -4.3220, 4.3434], [-1.0328, -3.2723, 3.0878], [-2.6432, -5.1783, 4.8718], [-2.2400, -5.4798, 3.1703], [-3.3937, -3.5534, 2.6722], [7.8763, -2.9072, 2.9672], [7.0676, -2.0846, 1.9488], [7.8220, -2.7715, 0.5737], [9.2085, -2.5257, 0.2099], [7.4994, -4.1816, 0.3696], [7.6936, -0.5694, 2.4320], [8.4739, 0.3439, 1.6229], [8.1022, -0.4353, 3.8302], [6.0456, -1.1522, 0.8139], [4.6380, -1.2192, 1.2373], [6.1037, -1.2078, -0.6399], [9.4147, -2.9309, -0.7869], [9.9198, -2.9656, 0.9147], [9.4199, -1.4634, 0.1096], [6.4105, -4.3114, 0.3332], [7.8921, -4.8112, 1.1737], [7.8901, -4.5533, -0.5814], [9.5355, 0.0752, 1.6219], [8.3959, 1.3649, 2.0144], [8.1257, 0.4036, 0.5919], [9.1014, -0.8591, 3.9952], [7.3979, -0.9434, 4.4909], [8.1196, 0.6121, 4.1414], [4.2108, -2.2070, 1.0429], [4.0268, -0.4669, 0.7298], [4.5558, -1.0228, 2.3116], [5.7996, -2.1838, -1.0350], [7.0976, -0.9633, -1.0193], [5.4366, -0.4527, -1.0775], [-8.7361, -3.4528, -1.0410], [12.7593, -3.6582, -3.7796], [13.8367, -4.4601, -4.3834], [14.2613, -3.8023, -5.4637], [15.1416, -4.1853, -6.1916], [13.4915, -2.5573, -5.6146], [13.6278, -1.7371, -6.4881], [12.6018, -2.4618, -4.6260], [11.5026, -4.4262, -3.7140], [11.1466, -4.4911, -2.4328], [10.1572, -5.0524, -2.0283], [12.1376, -3.7788, -1.6097], [12.1049, -3.6517, -0.4106], [13.0935, -3.2830, -2.3940], [0.4960, 3.1308, -6.1009], [-0.4554, 4.2419, -6.4122], [-1.2000, 5.1122, -6.6561], [1.5039, 3.4070, -6.4138], [0.4972, 2.9326, -5.0279], [0.1955, 2.2253, -6.6293], [-0.4892, -1.6436, 5.6763], [-5.3704, 4.8420, 3.3746], [-5.9540, 5.6036, 3.3860]],
  "forces_ev_per_a": [[-1.3327, -1.2050, -1.2458], [1.0853, 3.0191, 0.6534], [1.9530, 1.3537, 1.3806], [-1.5363, -1.5512, -2.4424], [0.1998, -1.7374, -1.5064], [-0.7083, 0.0750, -0.2729], [0.2278, 1.6301, -1.4845], [-0.0853, 2.2970, 0.1731], [-0.3493, 0.3499, -1.5289], [1.5148, 0.6188, 0.6649], [-1.7482, -1.9896, 0.9039], [0.8508, -1.2470, -2.3931], [0.6578, 1.2266, 2.3571], [0.1365, -0.6855, 1.5231], [1.6382, -1.1748, 0.4931], [-0.8024, -0.9484, 2.5260], [1.5557, 2.0695, -0.3868], [-1.6174, 1.0858, -2.0138], [-1.7261, -1.6636, -0.6484], [1.8430, -1.4311, 0.7109], [1.1982, 2.4194, 1.0410], [1.5489, -0.7508, -2.3405], [-2.4905, 1.1839, -0.3728], [-0.0622, 1.1996, 2.4763], [1.6259, 1.0809, -1.1607], [1.3387, -1.3193, 2.9182], [-2.3951, 0.1854, 0.9733], [-0.6826, -1.4046, -2.5618], [-0.7587, -0.0630, -0.3286], [-1.8512, -2.3405, 4.0554], [2.4965, 1.4040, -2.5732], [-1.5813, -0.5837, 0.1005], [0.0717, 0.2408, -1.2424], [-1.4263, 0.5769, 0.5999], [-1.7590, 0.4267, 0.1318], [0.5264, -1.7930, -0.6120], [0.7940, -0.6817, 1.3588], [0.0843, -0.2063, 0.9457], [0.6467, 0.7274, -0.0177], [1.3168, -0.1826, 0.7877], [-0.9100, -0.4607, 1.2518], [-1.1490, 0.7450, 1.0894], [0.4194, -0.0406, 0.2524], [-0.8976, -1.2709, 0.7002], [0.6700, 0.1277, 1.2641], [0.3290, 1.0307, -0.9213], [-0.8166, -0.8187, -0.8358], [1.1548, 1.2157, -0.5519], [-0.0544, -0.3094, -1.7283], [-1.0326, -0.6818, 0.7305], [-0.9256, -0.1667, -1.4454], [-0.0729, -0.8967, -1.5141], [-0.7430, 1.3307, -0.5023], [-0.4450, 0.2210, 1.1752], [1.5344, -0.2501, 0.7268], [-0.1648, 1.7418, 0.2303], [0.9037, -0.6841, 0.9688], [1.3927, 0.8625, -0.2603], [0.0130, -0.8070, -1.4652], [0.3277, 0.2873, -0.0246], [-0.1967, -0.2313, -0.1004], [-0.4229, 0.4204, -0.2252], [0.2547, -0.2125, 0.4278], [-0.1801, -0.2117, -0.0233], [0.0741, 0.0052, 0.0584], [0.0505, 0.0909, 0.1065], [-0.1845, 0.1259, 0.1254], [-0.1435, 0.0420, 0.1015], [0.0231, 0.0996, -0.0153], [0.1165, -0.0282, 0.0553], [-0.8205, 0.3878, 0.2334], [0.2570, 0.1535, 0.0162], [-0.0914, -0.3475, -0.1185], [-0.0434, 0.0410, 0.0088], [0.1767, 0.2803, 0.0605], [0.0642, -0.2503, -0.1178], [0.0141, -0.0704, -0.0768], [0.0545, -0.0931, -0.0312], [0.0920, -0.0436, -0.0250], [0.0976, 0.0294, -0.0021], [0.0722, 0.0418, 0.0224], [0.5152, -0.5707, -0.3381], [0.1663, -1.1875, -0.9215], [-0.1559, 0.5453, 0.0172], [-0.1933, -0.0589, -0.0286], [-0.4209, -0.3819, -0.1480], [-0.0171, 0.1443, 0.0349], [0.0303, 0.0775, 0.1149], [-0.1611, 0.0447, -0.1141], [0.2572, -0.1050, 0.0726], [-0.0383, -0.0830, 0.1368], [-3.5660, -0.6286, 0.9094], [6.7624, 1.8461, -2.0754], [0.1343, -0.4197, -1.4464], [0.3724, 0.2285, 0.2543], [-0.4032, 0.0139, 0.0690], [-0.1339, 0.6390, 1.2468], [-0.5478, 0.3846, -0.3549], [0.1606, -0.5113, 0.1378], [-2.7221, -0.8466, 0.6340], [-0.0484, 0.5000, 0.2144], [0.3193, -0.6381, -0.2810], [-0.2110, -0.2722, 0.2792], [0.0974, 0.0067, -0.1332], [-0.0679, 0.1117, 0.2578], [-0.0972, -0.0396, 0.1431], [-0.0145, -0.0425, -0.0055], [0.1170, 0.2482, 0.0690], [0.0160, -0.0362, 0.0048], [-0.0277, -0.0746, 0.1234], [-0.0396, -0.2620, -0.0257], [-0.0615, -0.0058, 0.1208], [0.1983, -0.0671, -0.1161], [-0.0361, 0.0960, -0.3105], [-0.2086, 0.0302, -0.0806], [0.0467, -0.0124, -0.0587], [0.0959, -0.0541, -0.0028], [0.0660, 0.0955, -0.1970], [0.0165, -0.2966, 0.2361], [-0.3069, 0.0439, 0.3953], [0.5649, -0.8630, -0.2566], [0.2020, -0.0696, -0.0578], [-0.2143, 0.6783, -0.3541], [1.7201, -2.4162, 0.0366], [-0.4477, 0.3640, 0.2107], [-1.2684, 2.4519, -0.5730], [0.0209, -0.4220, 0.3121], [0.4239, -0.3752, -0.2248], [0.1005, 0.2189, 0.7494], [-1.9591, -1.4941, -1.4732], [0.3726, 0.3366, 0.0177], [1.9012, 1.3211, 1.8429], [-0.1786, -0.1421, -0.5482], [-0.7212, -0.3835, 0.0000], [-0.5785, 0.6304, -0.1530], [-1.0982, 1.3093, -0.3527], [1.8493, -2.1430, 0.6014], [-0.1304, 0.0250, -0.0763], [-0.0927, 0.0442, -0.0739], [0.0022, 0.1008, 0.0344], [0.4517, 1.1054, 0.6438], [0.2136, -0.6834, -0.4078], [-0.2219, 0.3292, 0.0063]],
  "lowdin_charge": [-0.084, -0.306, 1.731, -0.121, -0.302, -0.298, 0.021, -0.269, -0.158, -0.428, 0.045, 0.064, 0.053, -0.282, -0.143, -0.271, 0.027, 0.036, -0.220, 0.071, 0.079, -0.212, 0.125, 0.086, -0.324, 0.102, 0.066, 0.130, -0.235, -0.430, 0.004, -0.135, -0.214, -0.081, 0.048, 0.057, 0.036, -0.019, -0.003, 0.029, 0.043, 0.102, -0.029, 0.063, 0.054, 0.086, 0.082, 0.042, 0.074, 0.073, 0.139, 0.058, 0.075, 0.077, 0.120, -0.150, 0.102, 0.102, 0.099, 0.056, -0.109, -0.171, -0.131, -0.082, 0.134, 0.108, 0.116, 0.118, 0.123, 0.044, -0.280, -0.005, -0.077, -0.098, -0.086, -0.025, 0.118, 0.106, 0.100, 0.102, 0.103, 0.798, -0.199, -0.293, -0.082, -0.191, 0.082, 0.061, 0.119, 0.118, 0.060, -0.298, 0.746, -0.356, -0.106, -0.124, -0.319, -0.143, -0.145, -0.297, -0.153, -0.142, 0.071, 0.093, 0.055, 0.072, 0.082, 0.077, 0.084, 0.076, 0.059, 0.085, 0.071, 0.075, 0.075, 0.064, 0.079, 0.084, 0.071, 0.057, 1.039, -0.895, 0.239, -0.399, 0.151, -0.402, 0.139, 0.229, 0.240, -0.400, 0.132, -0.397, 0.143, 0.241, -0.073, -0.250, 0.126, 0.058, 0.060, 0.083, 0.180, -0.281, -0.078],
  "multiplicity": 1,
  "orbital_gap_ev": 1.8327,
  "lumo_ev": -5.37,
  "total_energy_ev": -207909.3061
}